[1]
Molecular formula: C7H7NO2
Method: DFT, ωB97M-V/def2-TZVPD

## Properties
Net charge: 0
HOMO energy: -9.3 eV
Lowest unoccupied orbital energy: 0.60 eV
Frontier orbital gap: 9.860 eV

Cartesian coordinates (Å):
N  2.767206  -0.719042  0.082580
C  1.988102  0.302038  0.098794
C  0.512285  0.265088  0.207827
O  -0.179565  1.470828  0.363324
C  -1.314605  0.706587  0.945779
C  -2.251664  0.487635  -0.212710
C  -1.650094  -0.364397  -1.061030
C  -0.386699  -0.852491  -0.456504
C  -0.418434  -0.557190  1.015430
H  -1.679714  1.184897  1.858003
H  -3.144527  1.081877  -0.400961
H  -1.976496  -0.617511  -2.069108
H  0.149312  -1.724578  -0.831005
H  -0.251598  -1.253535  1.836042
O  2.412593  1.311828  -0.653463
H  2.361436  -1.512766  0.573664
H  3.062460  0.790727  -1.296667

Cartesian forces, eV/Å:
-0.679 0.184 1.422
0.240 -2.574 -2.495
0.125 0.182 1.316
-0.217 0.120 0.129
-0.159 0.087 0.121
0.084 -0.208 -0.338
-0.283 0.257 0.162
0.317 -0.197 -0.180
-0.044 -0.053 0.208
0.095 -0.112 -0.247
0.275 -0.191 0.040
0.109 0.117 0.296
-0.150 0.272 0.126
-0.075 0.192 -0.255
1.764 -0.067 -2.336
-0.020 -0.029 -0.008
-1.384 2.022 2.038

Atom charges from the natural (NBO) analysis, given in e for atoms 1 to 2: N -0.71; C 0.55


[2]
Molecular formula: C3H7ClN2Si
Method: DFT, ωB97M-V/def2-TZVPD

## Properties
Net charge: 0
HOMO energy: -8.1 eV
Lowest unoccupied orbital energy: 0.50 eV
SMILES: C=CN1N[Si@]1(C)Cl
Frontier orbital gap: 8.584 eV

Cartesian coordinates (Å):
C  -0.102201  2.641974  -0.253566
C  0.797066  1.709670  -0.570422
N  0.681654  0.345399  -0.427051
N  1.492824  -0.773922  -1.245480
Si  -0.167248  -1.073833  -1.034114
C  -0.876528  -2.112490  0.387690
Cl  -1.127565  -1.172405  -2.729520
H  -0.988119  2.405176  0.273312
H  0.382744  3.524801  0.103197
H  1.725131  1.997351  -0.996810
H  2.108359  -1.202046  -0.514691
H  -0.376426  -2.498697  1.261713
H  -1.662143  -1.465647  0.818823
H  -1.397770  -2.951588  -0.232022

Cartesian forces, eV/Å:
0.948 -0.317 1.048
0.118 -1.056 -0.997
-1.527 -2.008 -0.551
1.461 0.803 0.985
1.357 0.832 3.634
-1.953 -0.465 -2.391
-1.079 -0.068 -1.214
-1.022 -0.396 0.175
-0.128 1.113 -0.670
1.012 0.378 -0.026
-0.617 0.507 -0.894
0.860 -0.104 -0.301
-0.050 -0.296 -0.369
0.620 1.077 1.568

Atom charges from the natural (NBO) analysis, given in e for atoms 1 to 2: C -0.54; C 0.04


Q: Which value of HOMO energy does entry 1 give?
A: -9.3 eV